1.
Density functional theory data (ωB97M-V with the def2-TZVPD basis set) for a structure of composition C31H29AsClN5O4PdS2 at a distorted geometry.

Last column: Mulliken charge in e.
Geometry (Å):
Pd 0.250 -1.401 -0.436  0.17
N 1.038 -4.941 -2.125  -0.04
C -0.013 -4.668 -2.991  0.81
C -0.544 -5.377 -4.064  -1.03
C -1.669 -4.840 -4.654  -0.57
C -2.265 -3.658 -4.181  -0.52
C -1.731 -2.958 -3.120  -0.53
C -0.572 -3.469 -2.554  0.21
N 0.166 -3.040 -1.460  -0.14
C 1.097 -3.958 -1.218  -0.39
C 1.901 -3.842 -0.020  -0.04
C 2.839 -4.685 0.483  -0.17
S 3.334 -4.155 2.023  -0.06
C 2.263 -2.840 1.909  -0.14
N 1.581 -2.776 0.801  -0.01
H 1.598 -5.779 -2.122  0.26
H -0.113 -6.306 -4.410  0.43
H -2.124 -5.359 -5.486  0.42
H -3.176 -3.309 -4.648  0.48
H -2.197 -2.086 -2.694  0.42
H 3.252 -5.576 0.040  0.41
H 2.181 -2.112 2.703  0.37
O -1.891 4.496 -0.800  -0.61
C -1.986 4.613 0.519  0.30
O -2.263 5.646 1.059  -0.54
C -1.659 3.392 1.323  0.43
C -1.412 3.426 2.693  -0.17
Cl -1.435 4.695 3.800  -0.08
N -1.108 2.172 3.089  0.78
N -1.202 1.304 2.071  -0.54
C -1.537 2.028 1.001  0.68
C -1.563 1.321 -0.327  0.69
O -1.243 2.014 -1.327  -0.48
O -1.783 0.088 -0.336  -0.80
C -0.766 1.717 4.405  -0.40
C -1.664 0.927 5.100  -0.34
C -1.322 0.487 6.370  -0.74
C -0.104 0.848 6.929  -0.47
C 0.781 1.653 6.223  -0.97
C 0.452 2.093 4.950  0.19
H -1.594 3.585 -1.050  0.33
H -2.613 0.667 4.650  0.50
H -2.015 -0.127 6.929  0.42
H 0.152 0.513 7.924  0.45
H 1.718 1.950 6.673  0.44
H 1.110 2.752 4.398  0.62
C 0.548 0.153 1.514  -1.23
C 1.590 1.054 1.461  1.77
C 2.498 1.146 2.558  -0.44
C 3.480 2.098 2.554  -0.80
C 3.573 2.977 1.465  -0.36
C 2.706 2.903 0.373  -1.21
C 1.723 1.946 0.355  0.11
H 0.411 -0.506 2.364  0.70
H -0.294 0.132 0.808  0.31
H 2.381 0.467 3.393  0.48
H 4.175 2.191 3.376  0.47
H 4.344 3.737 1.476  0.45
H 2.810 3.601 -0.446  0.52
H 1.035 1.864 -0.480  0.28
C -0.085 2.367 -4.088  -1.04
As -0.692 0.580 -3.744  1.03
C -0.490 -0.380 -5.398  -0.94
C -2.588 0.623 -3.415  -1.09
S 0.806 -0.379 -2.469  -0.28
H -0.739 2.817 -4.835  0.43
H 0.932 2.319 -4.473  0.41
H -0.128 2.934 -3.162  0.23
H -1.053 0.123 -6.183  0.44
H -0.867 -1.391 -5.256  0.23
H 0.566 -0.419 -5.660  0.40
H -3.046 0.663 -4.405  0.52
H -2.815 1.510 -2.839  0.30
H -2.928 -0.255 -2.885  0.30

Summary:
energy above the lowest of the compared OMol25 structures with the same formula, charge and spin	60.4	kcal/mol
Kohn-Sham gap (spin up / spin down)	6.44 / 6.43	eV
net charge	+2
F_max	1.82	eV/A

=====

2.
Density functional theory data (ωB97M-V with the def2-TZVPD basis set) for a cluster of 15 separate species, C31H29Cl56N3S2 in total at a distorted geometry.

Last column: Mulliken charge in e.
Geometry (Å):
C -3.993 0.813 5.213  -0.67
C -4.235 -0.163 4.069  -0.94
N -3.086 -0.515 3.222  0.15
C -2.351 0.626 2.650  -0.11
C -2.158 0.498 1.140  -0.37
C -2.268 -1.498 3.732  0.06
S -1.846 -1.765 5.291  0.12
S -1.673 -2.546 2.445  -0.16
C -0.375 -3.584 3.154  -1.19
C 0.898 -2.863 3.595  -0.19
C 1.748 -2.308 2.462  -1.29
C 1.283 -0.937 1.947  3.04
C 1.765 -0.806 0.569  -0.38
N 2.212 -0.699 -0.511  -0.64
C 1.906 0.259 2.709  0.53
C 1.475 1.461 1.986  -0.10
N 0.871 2.391 1.604  -0.58
C 1.436 0.293 4.170  0.19
C 1.310 1.669 4.799  -0.83
C 0.654 1.510 6.194  1.57
C 1.704 1.361 7.295  -1.49
C -0.370 2.597 6.465  -1.65
H -4.887 1.407 5.373  0.36
H -3.184 1.512 5.044  -0.02
H -3.799 0.310 6.147  0.30
H -5.020 0.170 3.403  0.46
H -4.603 -1.084 4.500  0.48
H -2.859 1.561 2.835  0.62
H -1.368 0.705 3.113  -0.16
H -1.832 1.444 0.726  -0.64
H -3.074 0.150 0.682  0.40
H -1.394 -0.234 0.921  0.22
H -0.129 -4.283 2.360  0.58
H -0.772 -4.188 3.958  0.56
H 0.633 -2.127 4.336  0.01
H 1.496 -3.604 4.116  0.49
H 1.857 -3.012 1.648  0.57
H 2.755 -2.171 2.846  0.42
H 0.211 -0.833 1.883  -1.97
H 2.982 0.186 2.593  0.62
H 2.064 -0.378 4.745  0.57
H 0.446 -0.149 4.180  -1.10
H 2.301 2.088 4.948  -0.04
H 0.661 2.312 4.222  0.49
H 0.112 0.567 6.152  -0.26
H 1.293 0.837 8.147  0.37
H 2.056 2.340 7.598  0.28
H 2.554 0.838 6.875  0.39
H -1.213 2.465 5.797  0.20
H -0.762 2.493 7.471  0.45
H 0.044 3.581 6.285  0.39
C -3.106 4.128 -1.305  0.18
Cl -1.719 3.528 -0.397  -0.11
Cl -4.454 2.994 -1.123  -0.10
Cl -3.572 5.720 -0.685  -0.09
Cl -2.683 4.264 -3.015  0.05
C -7.634 5.588 -0.032  0.25
Cl -6.795 4.740 1.273  -0.07
Cl -6.831 5.249 -1.566  -0.04
Cl -9.308 5.033 -0.107  -0.04
Cl -7.598 7.327 0.280  -0.10
C 1.141 -0.021 -4.729  0.11
Cl 0.598 1.654 -4.916  -0.04
Cl 2.563 -0.292 -5.754  0.02
Cl 1.556 -0.303 -3.040  0.03
Cl -0.163 -1.118 -5.211  -0.11
C -11.436 1.250 0.494  0.34
Cl -12.216 -0.036 -0.432  -0.10
Cl -12.425 2.714 0.418  -0.10
Cl -11.265 0.744 2.178  -0.10
Cl -9.843 1.587 -0.186  -0.05
C 5.525 3.772 7.973  0.34
Cl 7.142 3.061 7.959  -0.10
Cl 4.648 3.267 6.524  -0.07
Cl 4.651 3.222 9.407  -0.10
Cl 5.653 5.532 7.998  -0.10
C 5.694 -0.562 -8.605  0.23
Cl 7.303 -1.216 -8.916  -0.02
Cl 4.619 -0.926 -9.957  -0.03
Cl 5.037 -1.293 -7.132  -0.10
Cl 5.801 1.184 -8.389  -0.06
C -0.444 -0.301 -9.223  0.18
Cl 1.076 -0.889 -8.543  0.10
Cl -1.677 -1.560 -9.076  -0.11
Cl -0.968 1.139 -8.349  0.00
Cl -0.211 0.097 -10.930  -0.11
C 7.503 2.724 -5.100  0.32
Cl 6.500 4.021 -5.760  -0.10
Cl 6.665 1.187 -5.293  0.00
Cl 9.043 2.670 -5.973  -0.09
Cl 7.813 3.030 -3.388  -0.10
C -1.756 -4.095 8.849  0.25
Cl -0.542 -5.366 8.652  -0.11
Cl -2.130 -3.898 10.568  -0.06
Cl -1.130 -2.578 8.202  -0.03
Cl -3.224 -4.542 7.976  -0.11
C 2.866 -4.272 -12.097  0.27
Cl 3.512 -3.305 -13.429  -0.12
Cl 2.065 -3.210 -10.937  0.00
Cl 1.708 -5.444 -12.732  -0.08
Cl 4.190 -5.125 -11.295  -0.10
C 11.593 -0.872 -7.774  0.29
Cl 12.859 -1.265 -6.605  -0.10
Cl 12.332 -0.263 -9.259  -0.10
Cl 10.662 -2.330 -8.136  -0.10
Cl 10.528 0.366 -7.094  -0.01
C 0.524 -8.220 -15.836  0.35
Cl 1.125 -9.406 -14.672  -0.10
Cl 1.507 -6.757 -15.739  -0.06
Cl 0.620 -8.894 -17.466  -0.10
Cl -1.156 -7.825 -15.459  -0.10
C -3.747 -3.523 14.822  0.35
Cl -2.895 -4.385 16.105  -0.10
Cl -2.909 -3.778 13.284  -0.07
Cl -5.399 -4.133 14.696  -0.10
Cl -3.781 -1.796 15.192  -0.10
C -3.017 4.664 -6.860  0.30
Cl -2.354 5.575 -8.219  -0.10
Cl -3.859 5.765 -5.764  -0.10
Cl -4.149 3.448 -7.460  -0.09
Cl -1.704 3.862 -5.991  -0.04

Summary:
Kohn-Sham gap	8.54	eV
F_max	3.40	eV/A

=====

3.
Density functional theory data (ωB97M-V with the def2-TZVPD basis set) for a structure of composition C31H29HfN6O5PS4Sb at a distorted geometry.

Last column: Mulliken charge in e.
Geometry (Å):
Hf -0.746 0.668 1.053  0.92
N 0.725 2.403 -1.726  0.32
C -0.348 3.069 -1.324  0.48
N -0.627 4.225 -1.936  -0.78
C -1.714 4.843 -1.514  0.20
N -2.086 5.976 -2.150  -0.39
N -2.511 4.441 -0.502  -0.71
C -2.141 3.307 0.053  -0.22
N -1.113 2.547 -0.326  0.23
C -2.964 2.856 1.242  1.26
C -4.112 3.532 1.580  -0.63
C -4.885 3.038 2.635  -0.53
C -4.480 1.903 3.295  -0.83
C -3.277 1.305 2.930  0.05
N -2.531 1.791 1.940  0.00
H 1.314 2.837 -2.412  0.27
H 0.964 1.510 -1.311  -0.66
H -1.404 6.418 -2.741  0.27
H -2.773 6.551 -1.694  0.26
H -4.403 4.399 1.008  0.50
H -5.808 3.535 2.905  0.42
H -5.064 1.443 4.079  0.46
H -2.898 0.425 3.430  0.18
S -2.952 -4.833 3.444  -0.73
Sb -3.245 -2.620 3.866  0.39
S -1.349 -1.661 1.874  -0.45
S -0.487 -0.401 3.338  -0.50
S -5.057 -1.696 2.744  -0.72
O 2.683 3.034 1.869  -0.72
C 1.998 2.039 1.981  -0.03
O 0.723 2.007 1.657  -0.59
C 2.586 0.717 2.471  -0.70
P 1.885 -0.662 1.467  1.37
C 3.127 -0.727 0.107  0.69
C 3.633 -1.922 -0.401  -0.58
C 4.487 -1.929 -1.497  -0.76
C 4.854 -0.739 -2.109  -0.61
C 4.349 0.459 -1.621  -0.84
C 3.487 0.463 -0.533  -0.59
C 2.163 -2.183 2.412  0.36
C 2.801 -2.208 3.650  -0.51
C 2.853 -3.379 4.390  -0.72
C 2.262 -4.538 3.904  -0.51
C 1.626 -4.525 2.673  -0.84
C 1.576 -3.353 1.933  -0.43
H 2.249 0.559 3.496  0.56
H 3.672 0.791 2.435  0.48
H 3.366 -2.860 0.069  0.39
H 4.870 -2.872 -1.868  0.43
H 5.537 -0.745 -2.950  0.41
H 4.635 1.398 -2.080  0.45
H 3.115 1.416 -0.173  0.25
H 3.246 -1.309 4.055  0.30
H 3.332 -3.379 5.361  0.39
H 2.279 -5.446 4.494  0.38
H 1.118 -5.410 2.312  0.40
H 1.026 -3.338 1.000  0.48
C 2.378 -1.386 -4.893  -0.72
O 1.006 -1.683 -5.101  -0.51
C 0.144 -1.380 -4.100  1.42
C -1.211 -1.646 -4.368  -1.22
C -2.135 -1.383 -3.394  -0.91
C -1.782 -0.830 -2.148  0.22
C -2.805 -0.551 -1.155  0.51
C -4.211 -1.046 -1.315  -2.15
O -2.549 0.076 -0.119  0.27
C -0.415 -0.564 -1.893  0.00
O 0.032 -0.094 -0.758  1.55
C 0.540 -0.861 -2.885  -0.07
H 2.878 -1.604 -5.832  0.31
H 2.799 -2.004 -4.096  0.27
H 2.520 -0.334 -4.637  0.30
H -1.487 -2.063 -5.326  0.43
H -3.176 -1.604 -3.589  0.47
H -4.718 -0.515 -2.124  0.42
H -4.737 -0.901 -0.373  0.22
H -4.213 -2.111 -1.549  0.45
H 1.578 -0.687 -2.633  -0.22

Summary:
energy above the lowest of the compared OMol25 structures with the same formula, charge and spin	20.1	kcal/mol
Kohn-Sham gap	4.75	eV
net charge	-1
F_max	2.38	eV/A